C22H49N2OP3ScSe as an isolated structure in a non-equilibrium geometry, computed with ωB97M-V/def2-TZVPD.

CARTESIAN COORDINATES (ANGSTROEM)
Sc -0.337 0.335 0.052
P -1.721 -1.613 1.063
P 0.960 0.281 2.462
P -0.740 -0.753 -2.390
H 7.605 1.814 -2.150
C 7.069 2.204 -3.029
C 6.106 3.151 -2.919
H 5.833 3.578 -1.940
C -0.989 -3.272 1.224
C -2.402 -1.373 2.746
C -3.251 -2.004 0.151
C 2.586 1.077 2.197
C 0.401 1.077 4.014
C 1.501 -1.319 3.183
C 0.602 -0.192 -3.499
C -2.182 -0.548 -3.501
C -0.534 -2.570 -2.521
H 7.455 1.786 -3.970
H 5.619 3.617 -3.784
H -1.745 -3.933 1.681
H -0.088 -3.244 1.854
H -0.704 -3.657 0.233
H -3.090 -2.204 2.950
H -2.957 -0.426 2.821
H -1.601 -1.367 3.497
H -3.832 -2.712 0.762
H -3.021 -2.466 -0.818
H -3.856 -1.101 -0.025
H 3.044 1.307 3.169
H 2.449 2.011 1.635
H 3.243 0.414 1.617
H 1.102 0.837 4.822
H -0.593 0.709 4.294
H 0.347 2.164 3.898
H 2.039 -1.120 4.121
H 2.172 -1.841 2.485
H 0.642 -1.969 3.390
H 0.386 -0.508 -4.529
H 1.563 -0.607 -3.170
H 0.664 0.902 -3.462
H -1.993 -1.051 -4.460
H -2.374 0.514 -3.697
H -3.086 -0.982 -3.056
H -0.683 -2.872 -3.566
H -1.258 -3.095 -1.888
H 0.476 -2.849 -2.193
C 3.600 -1.535 -1.092
C 3.999 -0.212 -1.326
C 5.233 0.030 -1.910
C 6.015 -1.010 -2.415
C 5.594 -2.339 -2.211
C 4.393 -2.599 -1.550
Se 1.940 -1.760 -0.139
H 1.597 -0.246 -0.376
H 3.364 0.647 -1.061
H 5.563 1.059 -1.996
H 6.932 -0.762 -2.969
H 6.211 -3.158 -2.572
H 4.033 -3.609 -1.385
C -2.165 2.939 2.703
N -3.303 2.302 2.033
C -4.584 2.608 2.681
C -3.167 1.757 0.809
O -1.966 1.427 0.396
N -4.225 1.485 0.002
C -5.509 0.985 0.499
C -4.126 1.503 -1.469
H -2.194 4.028 2.553
H -1.213 2.544 2.347
H -2.266 2.720 3.772
H -5.252 3.227 2.067
H -5.099 1.688 2.990
H -4.355 3.178 3.584
H -6.209 1.773 0.783
H -5.978 0.419 -0.306
H -5.370 0.303 1.340
H -3.103 1.697 -1.778
H -4.424 0.518 -1.862
H -4.790 2.266 -1.898

Calculated values
Highest occupied orbital energy, eV: -15.46
Molecular weight, g/mol: 574.5
Net charge: +3
Gap between HOMO and LUMO, eV: 5.25

C22H49N2P3SScSe as an isolated structure in a non-equilibrium geometry, computed with ωB97M-V/def2-TZVPD.

CARTESIAN COORDINATES (ANGSTROEM)
Sc -0.187 0.110 -0.918
P 0.553 -0.152 1.874
P 2.146 -1.423 -1.005
P -2.624 0.002 0.268
H -1.171 -0.344 -5.501
C -1.124 0.481 -4.730
C -1.034 0.156 -3.399
H -1.531 -0.810 -3.065
C 0.536 -1.356 3.249
C 2.307 0.347 2.105
C -0.239 1.260 2.736
C 2.079 -2.169 -2.664
C 3.704 -0.442 -1.133
C 2.746 -2.801 0.030
C -3.615 -0.323 -1.233
C -2.807 1.816 0.529
C -3.715 -0.658 1.557
H -1.080 1.466 -5.166
H -0.851 0.919 -2.544
H 0.982 -0.877 4.121
H 1.128 -2.230 2.979
H -0.481 -1.647 3.503
H 2.468 0.413 3.182
H 2.603 1.295 1.661
H 2.942 -0.439 1.688
H 0.346 1.513 3.630
H -1.270 1.002 3.001
H -0.251 2.146 2.086
H 2.927 -2.849 -2.800
H 2.108 -1.394 -3.442
H 1.149 -2.742 -2.770
H 4.563 -1.019 -1.510
H 3.986 -0.032 -0.150
H 3.548 0.382 -1.846
H 3.337 -3.498 -0.570
H 1.909 -3.367 0.458
H 3.388 -2.455 0.849
H -4.683 -0.249 -1.024
H -3.405 -1.348 -1.569
H -3.361 0.361 -2.052
H -3.838 2.118 0.716
H -2.436 2.380 -0.335
H -2.219 2.114 1.404
H -4.726 -0.238 1.489
H -3.352 -0.435 2.565
H -3.797 -1.745 1.461
C -2.362 -4.629 -0.707
C -1.899 -4.089 -1.909
C -2.499 -4.528 -3.088
C -3.461 -5.546 -3.081
C -3.874 -6.104 -1.867
C -3.423 -5.540 -0.675
Se -1.432 -4.357 0.952
H -0.036 -4.651 0.349
H -1.102 -3.337 -1.807
H -2.252 -4.136 -4.066
H -3.846 -5.768 -4.071
H -4.542 -6.951 -1.798
H -3.821 -5.847 0.268
C 3.535 2.903 -0.363
N 2.772 3.736 0.559
C 3.563 4.617 1.435
C 1.491 3.555 0.694
S 0.656 2.451 -0.515
N 0.754 4.261 1.612
C 1.151 4.593 2.991
C -0.538 4.799 1.149
H 3.409 3.125 -1.439
H 3.130 1.894 -0.232
H 4.589 2.957 -0.053
H 3.060 5.597 1.573
H 3.678 4.078 2.375
H 4.557 4.765 0.976
H 1.643 5.581 3.023
H 0.228 4.675 3.602
H 1.841 3.834 3.406
H -0.393 5.259 0.155
H -1.297 4.013 0.986
H -0.939 5.547 1.851

Calculated values
Highest occupied orbital energy, eV: -15.19
Molecular weight, g/mol: 590.6
Net charge: +3
Gap between HOMO and LUMO, eV: 5.33

A 8-piece molecular cluster, C22H49NO7SSi overall, computed with ωB97M-V/def2-TZVPD.

CARTESIAN COORDINATES (ANGSTROEM)
N -8.133 -2.024 0.708
C -8.191 -2.069 -0.761
Si -6.577 -1.510 -1.515
S -6.367 0.623 -1.424
H -8.220 -1.070 1.041
H -8.891 -2.553 1.124
H -9.020 -1.495 -1.198
H -8.339 -3.106 -1.076
H -5.458 -2.105 -0.750
H -6.520 -1.923 -2.931
H -6.424 0.831 -2.742
C -1.278 3.251 0.418
C -1.925 1.937 0.054
O -1.301 1.061 -0.511
C -3.373 1.760 0.418
H -0.245 3.282 0.081
H -1.832 4.074 -0.040
H -1.337 3.404 1.498
H -3.978 2.533 -0.061
H -3.513 1.855 1.495
H -3.717 0.781 0.101
C 1.435 1.612 -2.311
C 2.257 2.818 -1.929
O 1.744 3.851 -1.559
C 3.750 2.631 -1.981
H 0.375 1.815 -2.194
H 1.659 1.307 -3.336
H 1.706 0.773 -1.666
H 4.069 2.360 -2.990
H 4.005 1.796 -1.324
H 4.259 3.537 -1.661
C 3.097 -0.645 2.387
C 3.680 0.474 1.560
O 4.016 0.289 0.408
C 3.829 1.809 2.235
H 3.058 -1.564 1.806
H 3.703 -0.789 3.284
H 2.099 -0.366 2.732
H 4.466 1.697 3.114
H 2.858 2.156 2.593
H 4.253 2.537 1.547
C 3.062 -2.013 -1.802
C 3.305 -3.388 -1.229
O 3.354 -3.586 -0.037
C 3.474 -4.514 -2.224
H 2.992 -1.293 -0.992
H 3.880 -1.731 -2.468
H 2.147 -2.024 -2.400
H 4.314 -4.302 -2.888
H 2.588 -4.587 -2.858
H 3.638 -5.453 -1.703
C -4.170 -3.247 1.793
C -3.575 -1.876 2.005
O -4.265 -0.918 2.265
C -2.073 -1.768 1.884
H -5.254 -3.189 1.862
H -3.881 -3.634 0.814
H -3.783 -3.938 2.545
H -1.756 -2.085 0.889
H -1.591 -2.440 2.598
H -1.753 -0.744 2.052
C -2.863 0.003 -3.695
C -3.909 0.297 -4.743
O -4.982 -0.263 -4.745
C -3.551 1.338 -5.778
H -3.228 -0.753 -3.004
H -1.940 -0.335 -4.170
H -2.613 0.910 -3.140
H -2.650 1.035 -6.315
H -3.315 2.284 -5.286
H -4.374 1.472 -6.475
C 7.687 0.259 5.582
C 7.078 1.575 5.163
O 5.889 1.697 4.979
C 8.032 2.731 4.984
H 6.914 -0.497 5.681
H 8.430 -0.058 4.847
H 8.217 0.378 6.529
H 8.785 2.480 4.234
H 8.572 2.917 5.915
H 7.489 3.622 4.684

Calculated values
SMILES: NC[SiH2]S.CC(C)=O.CC(C)=O.CC(C)=O.CC(C)=O.CC(C)=O.CC(C)=O.CC(C)=O
Highest occupied orbital energy, eV: -8.98
Molecular weight, g/mol: 499.8
Gap between HOMO and LUMO, eV: 9.58

C22H50AsBrCl2CrN3OS4Si as an isolated structure, computed with ωB97M-V/def2-TZVPD.

CARTESIAN COORDINATES (ANGSTROEM)
Cr -0.492 1.818 2.063
S -1.865 0.646 3.652
As -2.560 2.748 3.593
S -0.509 3.549 3.678
S -2.536 2.760 1.379
S -4.120 3.469 4.699
Cl 1.659 -1.704 4.517
C 1.335 0.017 4.658
Cl 1.762 0.866 3.141
H 1.963 0.434 5.436
H 0.274 0.198 4.820
C -3.440 -2.157 1.802
C -2.180 -2.863 1.279
C -1.111 -2.717 2.373
C -2.502 -4.356 1.105
Si -1.595 -2.104 -0.379
Br -0.515 -0.153 0.143
C -0.192 -3.102 -1.241
C 0.798 -3.657 -0.207
C 0.638 -2.260 -2.220
C -0.792 -4.285 -2.018
C -3.003 -1.551 -1.567
C -3.999 -2.701 -1.790
C -3.779 -0.344 -1.019
C -2.446 -1.135 -2.934
H -3.665 -2.553 2.797
H -4.314 -2.339 1.178
H -3.296 -1.081 1.915
H -1.463 -3.230 3.273
H -0.957 -1.670 2.635
H -0.145 -3.145 2.107
H -2.945 -4.728 2.033
H -1.613 -4.957 0.910
H -3.222 -4.548 0.306
H 1.232 -2.862 0.404
H 1.616 -4.154 -0.740
H 0.353 -4.394 0.460
H 1.175 -1.464 -1.704
H 0.053 -1.809 -3.017
H 1.379 -2.917 -2.688
H -1.422 -4.928 -1.401
H 0.020 -4.906 -2.409
H -1.383 -3.953 -2.873
H -4.500 -2.999 -0.870
H -3.536 -3.588 -2.227
H -4.775 -2.365 -2.484
H -4.322 -0.563 -0.103
H -4.516 -0.045 -1.771
H -3.141 0.517 -0.818
H -1.992 -1.964 -3.478
H -1.711 -0.331 -2.851
H -3.271 -0.759 -3.546
C 1.250 6.526 -1.655
C 1.729 5.097 -1.869
N 1.777 4.312 -0.640
C 2.902 4.562 0.261
C 2.549 5.438 1.459
C 0.782 3.479 -0.268
C -0.374 3.284 -1.202
N 0.814 2.812 0.844
H 1.109 7.026 -2.613
H 1.973 7.107 -1.081
H 0.302 6.541 -1.116
H 2.735 5.093 -2.294
H 1.095 4.590 -2.591
H 3.682 5.034 -0.337
H 3.319 3.601 0.580
H 2.268 6.441 1.139
H 3.408 5.524 2.125
H 1.714 5.032 2.030
H -0.017 2.859 -2.141
H -0.884 4.224 -1.416
H -1.087 2.599 -0.758
H 1.690 2.934 1.339
C 3.951 -0.444 -1.988
N 3.830 -1.073 -0.692
C 4.364 -2.407 -0.541
C 3.252 -0.422 0.336
O 2.778 0.699 0.283
H 3.485 -1.067 -2.755
H 5.002 -0.298 -2.251
H 3.450 0.520 -1.951
H 3.921 -3.079 -1.280
H 4.126 -2.787 0.451
H 5.449 -2.415 -0.669
H 3.224 -1.022 1.262

Calculated values
Highest occupied orbital energy (spin up / spin down), eV: -7.27 / -7.29
2S+1: 4
Molecular weight, g/mol: 806.7
Gap between HOMO and LUMO (spin up / spin down), eV: 6.97 / 7.54